Record 1
Below is a cluster of 2 separate species, C12H22BN2O11 in total, with properties calculated with wB97M-V/def2-TZVPD.

Computed properties:
**Max |F|**: 2.21 eV Å⁻¹
**Highest occupied orbital energy**: -4.38 eV
**HOMO-LUMO gap**: 6.7323 eV
**Total charge**: -1

Atoms and positions in Å:
C (5.131, -3.884, 1.062)
C (4.952, -2.553, 0.392)
O (5.650, -2.183, -0.529)
O (3.971, -1.837, 0.948)
C (3.785, -0.510, 0.437)
C (2.349, -0.081, 0.761)
C (2.252, 1.431, 0.819)
C (0.920, 1.915, 1.367)
N (-0.191, 1.271, 0.656)
C (-0.417, 1.915, -0.697)
B (-0.450, 0.883, -1.898)
O (-0.915, 1.347, -3.091)
O (-0.069, -0.447, -1.744)
C (-1.372, 1.413, 1.405)
O (-1.593, 2.268, 2.246)
O (-2.277, 0.486, 1.034)
C (-3.377, 0.325, 1.934)
C (-4.354, -0.600, 1.254)
O (-4.066, -1.965, 1.571)
C (-3.623, -2.783, 0.571)
C (-4.343, -2.772, -0.753)
O (-2.717, -3.576, 0.796)
H (5.747, -3.711, 1.938)
H (5.629, -4.553, 0.383)
H (4.189, -4.287, 1.403)
H (4.467, 0.163, 0.944)
H (3.932, -0.478, -0.631)
H (2.074, -0.545, 1.700)
H (1.719, -0.442, -0.039)
H (3.020, 1.812, 1.489)
H (2.473, 1.852, -0.159)
H (0.882, 1.647, 2.413)
H (0.858, 2.996, 1.246)
H (-1.385, 2.407, -0.688)
H (0.354, 2.652, -0.876)
H (-0.337, 1.151, -3.827)
H (0.612, -0.707, -2.361)
H (-3.041, -0.076, 2.879)
H (-3.861, 1.286, 2.061)
H (-4.294, -0.387, 0.197)
H (-5.343, -0.385, 1.641)
H (-5.298, -3.276, -0.682)
H (-4.500, -1.776, -1.142)
H (-3.711, -3.294, -1.454)
N (-0.860, 4.474, -3.747)
O (-1.984, 4.563, -4.277)
O (0.094, 3.963, -4.379)
O (-0.680, 4.888, -2.579)


Record 2
Below is a structure of composition C48H33BrHfN7O4SSe, with properties calculated with wB97M-V/def2-TZVPD.

Computed properties:
**Max |F|**: 0.85 eV Å⁻¹
**Energy relative to the best compared isomer or geometry (same formula, charge and spin)**: 37.5 kJ/mol
**Highest occupied orbital energy**: -10.22 eV
**HOMO-LUMO gap**: 6.4157 eV
**Total charge**: +1

Atoms and positions in Å:
Hf (-0.451, 0.277, 0.039)
C (-2.001, 3.368, 1.745)
O (-0.885, 2.484, 1.611)
C (0.195, 2.713, 2.434)
C (0.158, 3.534, 3.549)
C (1.308, 3.698, 4.312)
C (2.486, 3.058, 3.957)
C (2.520, 2.238, 2.842)
C (1.372, 2.044, 2.086)
N (1.303, 1.198, 0.955)
N (2.360, 0.456, 0.781)
C (2.574, -0.267, -0.321)
C (1.863, -0.106, -1.556)
O (0.745, 0.558, -1.602)
C (2.390, -0.663, -2.747)
C (3.409, -1.556, -2.675)
C (4.042, -1.902, -1.440)
C (5.016, -2.913, -1.393)
C (5.624, -3.232, -0.203)
C (5.272, -2.539, 0.962)
C (4.305, -1.558, 0.937)
C (3.670, -1.225, -0.265)
H (-2.498, 3.222, 2.705)
H (-1.675, 4.404, 1.647)
H (-2.691, 3.121, 0.943)
H (-0.750, 4.046, 3.830)
H (1.277, 4.341, 5.180)
H (3.382, 3.205, 4.543)
H (3.431, 1.740, 2.543)
H (1.883, -0.439, -3.675)
H (3.752, -2.052, -3.575)
H (5.262, -3.457, -2.296)
H (6.365, -4.018, -0.165)
H (5.756, -2.787, 1.898)
H (4.019, -1.050, 1.848)
Br (-5.313, 6.391, 1.914)
C (-5.443, 5.628, 0.189)
C (-5.943, 4.342, 0.052)
C (-6.022, 3.769, -1.207)
C (-5.613, 4.496, -2.321)
C (-5.180, 5.808, -2.178)
C (-5.065, 6.372, -0.918)
N (-5.736, 4.022, -3.668)
N (-5.285, 2.928, -4.010)
C (-4.534, 2.131, -3.086)
C (-4.942, 0.853, -2.824)
C (-4.241, 0.022, -1.923)
C (-3.099, 0.478, -1.321)
O (-2.369, -0.218, -0.435)
C (-2.611, 1.766, -1.668)
N (-1.424, 2.116, -1.103)
C (-0.889, 3.277, -1.414)
C (-1.503, 4.176, -2.298)
C (-2.705, 3.842, -2.865)
C (-3.308, 2.607, -2.551)
H (-6.280, 3.796, 0.922)
H (-6.426, 2.773, -1.316)
H (-4.934, 6.381, -3.063)
H (-4.713, 7.387, -0.799)
H (-5.845, 0.488, -3.298)
H (-4.598, -0.975, -1.703)
H (0.063, 3.512, -0.953)
H (-1.014, 5.110, -2.532)
H (-3.183, 4.513, -3.569)
Se (-3.010, -0.013, 2.267)
N (-1.215, -0.232, 2.156)
C (-0.747, -0.376, 3.384)
C (0.619, -0.620, 3.724)
C (0.940, -0.720, 5.035)
C (-0.042, -0.599, 6.079)
C (-1.346, -0.389, 5.801)
C (-1.742, -0.271, 4.429)
N (-2.978, -0.065, 4.025)
H (1.356, -0.738, 2.941)
H (1.968, -0.907, 5.316)
H (0.284, -0.696, 7.106)
H (-2.101, -0.313, 6.570)
C (5.363, -7.979, -4.003)
C (4.497, -7.056, -3.190)
O (4.744, -5.897, -2.995)
S (3.023, -7.870, -2.575)
C (2.214, -6.490, -1.816)
C (1.094, -5.929, -2.417)
C (0.507, -4.800, -1.873)
C (1.045, -4.221, -0.723)
C (2.147, -4.815, -0.102)
C (2.724, -5.947, -0.643)
C (0.580, -2.950, -0.259)
C (0.208, -1.822, 0.007)
H (6.409, -7.751, -3.805)
H (5.163, -7.787, -5.059)
H (5.156, -9.027, -3.795)
H (0.700, -6.363, -3.326)
H (-0.347, -4.340, -2.352)
H (2.567, -4.357, 0.784)
H (3.590, -6.396, -0.175)


Record 3
Below is the molecule C5H9P, with properties calculated with wB97M-V/def2-TZVPD.

Computed properties:
**2S+1**: 3
**Max |F|**: 10.98 eV Å⁻¹
**Energy relative to the best compared isomer or geometry (same formula, charge and spin)**: 200.4 kJ/mol
**⟨S²⟩**: 2.0070
**Highest occupied orbital energy (spin up / spin down)**: -5.19 / -8.87 eV
**HOMO-LUMO gap (spin up / spin down)**: 6.2951 / 6.8859 eV

Atoms and positions in Å:
C (1.397, -0.744, -0.143)
C (0.472, -1.361, 0.552)
C (1.215, 0.685, -0.494)
C (0.102, 1.160, 0.442)
C (-0.767, -0.053, 0.840)
P (-2.334, -0.044, -0.247)
H (2.107, -1.332, -0.693)
H (0.225, -2.332, 0.296)
H (2.108, 1.409, -0.537)
H (0.845, 0.559, -1.530)
H (0.582, 1.405, 1.317)
H (-0.382, 2.062, 0.082)
H (-1.027, -0.103, 1.880)
H (-2.876, -1.348, -0.331)
H (-1.667, 0.037, -1.434)


Record 4
Below is the molecule C10H20O5, with properties calculated with wB97M-V/def2-TZVPD.

Computed properties:
**Max |F|**: 3.75 eV Å⁻¹
**SMILES**: C1COCCOCCOCCOCCO1
**Energy relative to the best compared isomer or geometry (same formula, charge and spin)**: 326.5 kJ/mol
**Highest occupied orbital energy**: -9.38 eV
**HOMO-LUMO gap**: 10.2890 eV

Atoms and positions in Å:
C (1.037, -2.461, 0.133)
C (-0.153, -2.268, -0.802)
O (-1.416, -2.697, -0.285)
C (-1.905, -1.962, 0.825)
C (-1.901, -0.462, 0.794)
O (-2.525, -0.091, -0.430)
C (-2.865, 1.287, -0.398)
C (-1.684, 2.175, -0.613)
O (-0.877, 2.608, 0.443)
C (0.506, 2.763, 0.257)
C (1.083, 1.465, 0.237)
O (2.447, 1.649, -0.064)
C (3.206, 0.339, 0.043)
C (2.435, -0.800, -0.485)
O (1.630, -1.283, 0.534)
H (1.809, -3.072, -0.406)
H (0.743, -2.948, 1.152)
H (-0.021, -2.980, -1.578)
H (-0.096, -1.216, -1.049)
H (-1.182, -1.978, 1.779)
H (-2.883, -2.471, 1.018)
H (-2.461, -0.093, 1.659)
H (-0.718, -0.190, 0.919)
H (-3.285, 1.445, 0.631)
H (-3.532, 1.444, -1.225)
H (-2.016, 3.155, -1.016)
H (-1.159, 1.614, -1.388)
H (0.762, 3.381, -0.583)
H (0.780, 3.441, 1.107)
H (0.585, 0.802, -0.485)
H (1.018, 1.002, 1.273)
H (4.095, 0.523, -0.704)
H (3.594, 0.080, 1.057)
H (3.133, -1.681, -0.939)
H (1.818, -0.521, -1.412)